# 1
Formula: C3H11N2OP3
Source: the OMol25 dataset
Level of theory: ωB97M-V with the def2-TZVPD basis set

The relative energy (zero: lowest compared OMol25 entry of this formula, charge and spin) is 15.1 kcal/mol.

```
! RIJCOSX wB97M-V def2-TZVPD def2/J DEFGRID3
* xyz 0 1
C 1.812 -2.817 0.659
C 1.117 -1.456 0.926
C -0.267 -1.421 0.376
N -0.350 2.961 -0.693
N -1.192 0.770 0.629
O -1.185 -0.505 0.911
P -1.153 4.125 0.188
P -2.955 4.168 -1.031
P -0.029 1.544 -0.134
H 2.060 -3.033 -0.441
H 2.685 -2.866 1.219
H 1.056 -3.491 0.994
H 1.835 -0.715 0.571
H 1.031 -1.178 2.037
H -0.302 -1.113 -0.727
H -0.760 -2.395 0.488
H -0.763 5.465 -0.298
H -2.454 3.268 -1.967
H -3.582 3.176 -0.164
H 0.914 0.889 -0.944
*
```

Atom charges from the Mulliken analysis, given in e for atoms 1 to 8: number 1, C, carries -1.24; number 2, C, carries -0.11; number 3, C, carries -0.58; number 4, N, carries -0.33; number 5, N, carries -0.09; number 6, O, carries -0.30; number 7, P, carries -0.04; number 8, P, carries -0.14

***

# 2
Formula: C3H6N2O
Source: the OMol25 dataset
Level of theory: ωB97M-V with the def2-TZVPD basis set

The SMILES is C=NC=O.C=N. The relative energy (zero: lowest compared OMol25 entry of this formula, charge and spin) is 70.5 kcal/mol.

```
! RIJCOSX wB97M-V def2-TZVPD def2/J DEFGRID3
* xyz 0 1
C -2.299 0.307 0.481
N -1.607 -0.606 0.967
C -0.339 -1.056 0.860
O 0.596 -0.717 1.554
H -3.329 0.410 0.804
H -1.932 1.027 -0.250
H -0.326 -1.993 0.259
C 1.628 0.810 -0.775
N 2.706 0.316 -1.156
H 0.607 0.333 -0.873
H 1.633 1.780 -0.290
H 2.661 -0.612 -1.579
*
```

Atom charges from the Mulliken analysis, given in e for atoms 1 to 8: number 1, C, carries -0.16; number 2, N, carries -0.25; number 3, C, carries 0.10; number 4, O, carries -0.46; number 5, H, carries 0.26; number 6, H, carries 0.22; number 7, H, carries 0.32; number 8, C, carries -0.11

***

# 3
Formula: C4H8NO
Source: the OMol25 dataset
Level of theory: ωB97M-V with the def2-TZVPD basis set

The SMILES is C=CC(=O)[NH2+]C. The relative energy (zero: lowest compared OMol25 entry of this formula, charge and spin) is 33.5 kcal/mol.

```
! RIJCOSX wB97M-V def2-TZVPD def2/J DEFGRID3
* xyz 1 1
C 1.708 -0.744 -0.978
C 1.550 -1.199 0.287
C 0.279 -0.895 0.879
O -0.190 -1.342 1.855
N -0.523 0.410 0.260
C 0.408 1.652 0.126
H 2.602 -0.847 -1.612
H 0.929 -0.235 -1.560
H 2.143 -1.893 0.753
H -0.920 0.081 -0.583
H -1.330 0.510 0.956
H 0.551 1.713 -0.917
H 0.049 2.560 0.505
H 1.340 1.400 0.543
*
```

Atom charges from the Mulliken analysis, given in e for atoms 1 to 8: number 1, C, carries -0.58; number 2, C, carries -0.39; number 3, C, carries 0.60; number 4, O, carries -0.36; number 5, N, carries -0.30; number 6, C, carries -0.89; number 7, H, carries 0.29; number 8, H, carries 0.25